21
Properties=species:S:1:pos:R:3 method="wB97M-V/def2-TZVPD" total_charge=+1 homo_energy_ha=-0.5055 e_tot_ev=-16309.4717 e_lumo_ev=-4.04 spin_multiplicity=1 gap_ha=0.3569
C 2.3343 -1.8706 0.0639
C 1.4726 0.0618 -0.2959
C 0.4565 -0.8730 -0.2725
C 1.3710 1.5235 -0.1657
C -3.1157 0.6358 0.0288
N 2.6172 -0.5816 -0.0723
N -1.7403 -1.8155 0.1601
N 1.0391 -2.0901 0.0179
N 2.5047 2.1236 0.1179
N -1.7019 0.4163 -0.2869
N -1.2488 -0.7641 -0.1316
O 0.2962 2.2153 -0.2007
H 3.1013 -2.5693 0.1506
H -3.5739 -0.1867 0.5877
H -3.1082 1.6395 0.5330
H -3.6192 0.8448 -0.9891
H -2.7396 -1.7316 0.5747
H 0.5581 -3.0072 0.0016
H 3.5176 1.6689 0.1103
H 2.5680 3.1515 0.3498
H -0.9890 1.2087 -0.2815